ORCA calculation (the ωB97M-V functional and the def2-TZVPD basis) on a molecular structure, C34H61Cl2MoN6OPSSi4Te in a non-equilibrium geometry.

```
112
Properties=species:S:1:pos:R:3:forces:R:3
Mo -0.1006 0.6006 1.9151 2.2 -1.7 -1.9
Cl 4.2108 2.9114 2.4437 -0.1 -0.1 0.1
C 3.3771 1.9638 3.6274 -0.9 -0.2 -0.8
C 4.0169 1.6299 4.8156 -0.2 -0.5 0.9
C 3.3603 0.8857 5.7748 0.6 0.4 -0.3
Cl 4.1560 0.5484 7.2731 0.1 0.0 0.2
C 2.0621 0.3833 5.5650 -0.3 0.0 -0.2
C 1.3125 -0.3766 6.4842 -0.6 -0.1 -0.7
C 0.0595 -0.8212 6.0902 0.8 0.0 0.9
C -0.4203 -0.5545 4.8226 0.2 0.8 -1.6
N 0.2505 0.1938 3.9203 0.0 -0.8 3.1
C 1.4644 0.6765 4.3160 0.1 -0.1 0.4
C 2.0809 1.5162 3.3688 0.7 0.4 -0.1
O 1.3798 1.8093 2.2913 0.8 1.2 0.1
H 5.0262 1.9736 4.9844 0.0 0.0 0.1
H 1.7206 -0.6057 7.4554 0.0 0.0 0.1
H -0.5546 -1.3948 6.7666 0.0 -0.1 0.0
H -1.3727 -0.9503 4.4913 0.0 0.1 0.0
S -4.2208 0.8234 3.9424 -0.6 0.0 0.6
C -2.9275 0.6082 3.0749 1.1 -0.1 -1.0
N -1.9493 0.4659 2.4030 -2.9 -0.1 1.0
N 0.9686 -0.8163 1.3812 -0.8 0.2 0.4
P 1.6535 -1.5027 0.1616 0.5 -0.3 -1.8
N 2.1365 -0.4292 -1.0456 0.1 -0.8 0.8
C 3.1870 0.4762 -0.5932 0.0 0.4 0.3
C 3.2032 1.7693 -1.4015 0.1 -0.1 0.0
C 3.2909 1.4689 -2.8918 -0.3 0.2 0.1
C 2.1135 0.5810 -3.2744 0.2 -0.2 0.0
C 2.1613 -0.7148 -2.4679 -0.4 0.0 -0.3
N 0.5849 -2.5384 -0.6238 0.4 0.6 0.6
C -0.7167 -2.7421 -0.0038 -0.5 0.4 0.6
C -0.7076 -3.9193 0.9700 -0.1 0.0 -0.3
C -0.2654 -5.1823 0.2363 0.2 0.0 0.3
C 1.1066 -4.9449 -0.3870 -0.3 -0.1 -0.2
C 1.0486 -3.7299 -1.3116 0.4 -0.2 0.0
N 3.0449 -2.3135 0.6926 -0.8 0.7 -0.1
C 4.1702 -2.6388 -0.1606 0.0 -0.3 -0.4
C 4.7430 -4.0077 0.2053 0.1 0.2 0.0
C 5.1480 -4.0154 1.6776 -0.2 -0.2 0.0
C 3.9733 -3.5838 2.5537 0.2 0.2 -0.1
C 3.4488 -2.2293 2.0814 -0.3 -0.3 0.6
H 4.1774 0.0009 -0.6625 0.0 0.0 0.0
H 2.9795 0.7046 0.4606 0.2 0.0 -0.1
H 4.0463 2.3782 -1.0727 0.0 0.0 0.1
H 2.2822 2.3251 -1.2127 0.1 0.0 0.1
H 4.2344 0.9704 -3.1277 0.1 -0.1 0.0
H 3.2554 2.3982 -3.4604 0.1 0.0 -0.1
H 2.1422 0.3369 -4.3376 -0.1 0.0 0.0
H 1.1799 1.1088 -3.0623 0.0 -0.1 0.0
H 3.0784 -1.2579 -2.7509 0.0 0.0 0.0
H 1.2975 -1.3383 -2.7067 0.1 0.0 0.0
H -1.4448 -2.9250 -0.8024 0.0 0.1 0.0
H -0.9999 -1.8159 0.5291 0.0 -0.5 -0.5
H -1.7042 -4.0550 1.3920 0.0 0.1 0.1
H -0.0090 -3.6928 1.7831 -0.1 0.0 0.0
H -0.9892 -5.4207 -0.5488 0.0 0.0 0.0
H -0.2309 -6.0294 0.9243 0.0 0.0 -0.1
H 1.4234 -5.8212 -0.9573 0.1 0.0 0.0
H 1.8314 -4.7533 0.4068 0.0 0.0 0.0
H 0.3528 -3.9360 -2.1344 0.1 0.1 0.0
H 2.0309 -3.5295 -1.7401 0.0 -0.1 -0.1
H 4.9728 -1.8952 -0.0358 -0.1 0.0 0.0
H 3.8527 -2.6235 -1.2028 0.1 0.1 0.0
H 5.6104 -4.2028 -0.4284 0.0 -0.1 0.0
H 4.0042 -4.7868 0.0145 0.0 0.0 0.0
H 5.9775 -3.3202 1.8234 0.1 0.0 0.0
H 5.4880 -5.0115 1.9655 0.1 0.0 0.0
H 4.2916 -3.5031 3.5944 -0.1 -0.1 0.1
H 3.1740 -4.3252 2.4900 -0.1 0.0 0.1
H 4.2451 -1.4786 2.2027 -0.1 0.1 0.0
H 2.5870 -1.9090 2.6713 0.2 0.0 0.0
C -4.6181 0.4717 -3.9585 0.5 0.0 0.4
Si -3.1956 0.1689 -2.7132 -0.1 -0.6 -0.3
C -3.7117 -1.2578 -1.5336 0.1 0.7 -0.2
C -1.6491 -0.4852 -3.6388 -0.4 0.4 0.3
Si -2.7299 2.1877 -1.5244 0.3 -0.4 0.2
Te -0.4715 1.8376 -0.3123 -0.7 1.1 -1.1
Si -2.1780 4.0633 -2.8912 0.2 0.7 -0.4
C -2.3287 5.6303 -1.8010 0.0 -0.7 -0.3
C -3.3636 4.2737 -4.3804 0.3 -0.2 0.6
C -0.3945 4.0363 -3.5891 -0.6 -0.3 0.4
Si -4.5988 2.7200 -0.1483 -0.6 0.1 0.3
C -5.4160 1.1271 0.5147 0.4 0.4 -0.3
C -4.1921 3.8834 1.3103 0.1 -0.4 -0.5
C -5.8856 3.5579 -1.2917 0.5 -0.2 0.3
H -4.8059 -0.3779 -4.6065 0.1 -0.3 -0.1
H -4.4013 1.3256 -4.5898 0.1 0.2 -0.2
H -5.5403 0.6879 -3.4296 -0.2 0.1 0.2
H -3.4705 -2.2380 -1.9345 0.1 -0.1 -0.2
H -4.7766 -1.2450 -1.3289 -0.2 0.1 0.0
H -3.1968 -1.1562 -0.5815 0.1 0.0 0.2
H -1.8706 -1.3183 -4.3015 -0.2 -0.1 0.0
H -0.9103 -0.8232 -2.9164 0.1 0.0 0.2
H -1.1887 0.2960 -4.2355 0.1 0.2 -0.1
H -3.3566 5.7958 -1.5011 -0.3 0.0 0.1
H -1.9831 6.5294 -2.3007 0.1 0.1 -0.3
H -1.7398 5.5095 -0.8988 0.2 0.0 0.3
H -4.3925 4.1351 -4.0718 -0.3 0.0 0.1
H -3.1541 3.5473 -5.1573 0.1 -0.2 -0.2
H -3.2844 5.2601 -4.8260 0.1 0.2 0.0
H 0.3195 3.9589 -2.7747 0.1 0.0 0.2
H -0.1577 4.9322 -4.1570 -0.1 0.2 -0.1
H -0.2367 3.1826 -4.2402 0.0 -0.2 -0.2
H -4.6685 0.4449 0.9043 0.1 -0.2 0.1
H -5.9489 0.6097 -0.2765 -0.1 -0.1 -0.2
H -6.1207 1.3216 1.3160 -0.1 0.2 0.1
H -3.4430 3.4343 1.9588 0.1 -0.1 0.1
H -5.0638 4.0983 1.9237 -0.2 -0.1 0.0
H -3.7919 4.8303 0.9603 0.1 0.2 -0.1
H -6.0245 2.9685 -2.1920 0.0 -0.2 -0.2
H -5.5635 4.5443 -1.6053 0.1 0.3 -0.1
H -6.8571 3.6652 -0.8190 -0.1 0.0 0.2
```
Positions in Å, forces in eV/Å.

Output
- maximum force (eV/Å) = 3.39
- total energy (eV) = -133071.7276
- LUMO energy (spin up / spin down) (eV) = -1.2280 / -1.2058
- HOMO energy (spin up / spin down) (eV) = -6.8 / -6.6
- energy relative to the best compared isomer or geometry (same formula, charge and spin) (kcal/mol) = 0.00
- gap between HOMO and LUMO (spin up / spin down) (Ha) = 0.2033 / 0.1969
- multiplicity = 1
- total charge = 0



ORCA calculation (the ωB97M-V functional and the def2-TZVPD basis) on a molecular structure, C16H42F6NO18S2Tl in a non-equilibrium geometry.

```
86
Properties=species:S:1:pos:R:3:forces:R:3
Tl -0.6463 -3.4914 -1.9498 0.3 0.0 0.3
C -0.5200 -0.8207 2.1595 0.3 -1.8 -0.8
F -0.7495 -1.9193 2.8691 0.8 -0.9 -0.1
F -1.6923 -0.3988 1.8261 -1.7 0.9 -1.0
F 0.0604 0.0372 2.9148 1.3 1.5 1.0
S 0.6078 -1.1577 0.5541 -2.6 -5.2 -0.4
O 1.6808 -0.2731 0.6220 2.1 2.6 0.1
O 0.9958 -2.5897 0.5639 -1.6 2.5 -0.3
N -0.4851 -0.9050 -0.7360 1.7 0.5 2.5
S -0.5277 0.7174 -0.8735 1.2 -0.5 -3.4
O -0.6095 1.4467 0.3330 -0.3 0.9 1.7
O 0.4959 1.1298 -1.8319 -1.2 -0.3 0.7
C -2.1930 0.8819 -1.6801 1.3 -1.3 2.4
F -3.0632 0.1436 -0.9500 0.2 0.4 -1.0
F -2.5478 2.1222 -1.6576 -0.8 1.6 -0.1
F -2.0322 0.4708 -2.8915 -1.0 -0.9 -1.5
C 6.8227 -0.5963 -0.8009 0.1 1.5 2.5
C 5.5419 0.3271 -0.9976 0.8 -0.9 -0.7
O 4.6230 0.1767 0.0777 1.1 -0.1 0.5
O 7.9168 0.2550 -0.2085 -2.0 -0.9 -1.4
H 7.1798 -1.3040 -1.5490 0.0 0.8 -0.9
H 6.5977 -1.3004 0.0002 -0.5 -0.2 0.3
H 5.0006 0.1095 -1.9183 0.3 -0.2 -0.2
H 5.8887 1.3555 -1.0976 0.1 0.1 0.2
H 3.7011 0.2346 -0.1836 -0.1 0.1 -0.4
H 8.6239 -0.3306 0.0719 0.2 -0.2 0.0
C -0.5463 4.6246 0.9014 0.6 -0.3 -1.5
C 0.7138 3.9079 1.7505 -2.3 1.0 -1.0
O 1.0789 4.9048 2.6003 0.9 1.3 0.8
O -0.2576 5.8000 0.1516 0.4 -1.5 0.6
H -1.3726 4.9458 1.5356 0.0 -0.3 1.3
H -1.0369 3.9839 0.1686 0.5 -0.4 0.1
H 1.5210 3.6705 1.0575 -0.2 -0.2 -0.6
H 0.3963 3.0505 2.3440 -0.3 -0.4 -0.6
H 1.7889 4.5726 3.1544 0.1 0.2 0.5
H 0.1789 6.4335 0.7258 0.2 0.4 0.3
C 0.0262 -0.7810 -5.4261 -0.3 -0.4 0.3
C 0.3456 0.7485 -5.6061 -0.4 -1.1 0.1
O -0.5094 1.6504 -4.9203 0.2 -0.5 -0.2
O -0.0190 -1.2501 -4.0823 0.3 0.4 0.8
H 0.6876 -1.4672 -5.9551 0.7 0.7 -0.4
H -0.9366 -1.1425 -5.7872 -0.4 0.9 -0.5
H 0.3265 0.8468 -6.6915 -0.2 0.5 -0.2
H 1.3360 1.0579 -5.2725 0.2 -0.5 0.0
H -1.4171 1.3408 -4.9643 -0.2 0.0 -0.3
H 0.4815 -0.6050 -3.5775 0.2 0.1 0.6
C 4.0826 -0.9990 2.7717 2.1 -0.7 -0.3
C 3.9973 -2.0811 3.8072 -0.6 -0.1 0.1
O 3.8077 -3.4144 3.2482 -0.2 2.0 0.6
O 4.8619 0.0541 3.2887 0.0 0.1 0.4
H 3.2008 -0.5166 2.3502 -0.6 -0.6 -0.2
H 4.6897 -1.5001 2.0178 -0.4 0.3 -1.0
H 3.2276 -1.7267 4.4929 -0.4 -0.8 0.6
H 4.9499 -2.0485 4.3360 0.1 -0.1 0.1
H 3.5687 -3.9355 4.0182 -0.1 -0.4 0.0
H 5.3643 0.4342 2.5644 0.0 0.3 -0.3
C 0.4264 -5.2913 1.6790 0.9 -0.8 -0.7
C -0.2190 -6.4678 2.3818 -1.6 1.0 -1.6
O 0.4787 -7.6544 2.0777 0.5 0.3 0.9
O 0.3326 -5.3892 0.2072 -0.3 0.4 1.2
H 1.4779 -5.4133 1.9390 0.3 0.5 -0.1
H 0.0954 -4.3027 1.9969 -0.2 -0.3 -0.2
H -1.1952 -6.6075 1.9173 -0.5 0.3 0.2
H -0.4085 -6.1623 3.4108 0.5 -0.6 0.4
H 0.2648 -8.2633 2.7883 0.2 -0.4 -0.1
H 0.6428 -6.2782 0.0199 0.1 -0.3 -0.2
C -3.5417 3.0026 3.0187 -0.1 1.5 -0.9
C -4.3216 1.7528 2.5849 -1.5 0.4 0.4
O -5.4036 1.6346 3.5199 0.7 -0.2 -0.8
O -4.3397 4.1534 2.6793 0.8 -1.1 0.9
H -2.6315 3.1476 2.4368 0.5 -0.6 -0.7
H -3.1893 3.1249 4.0429 -0.4 -0.7 0.3
H -3.7768 0.8340 2.3682 0.4 0.1 0.7
H -4.8200 2.0140 1.6514 0.1 0.1 0.0
H -5.0763 1.3682 4.3822 0.1 -0.3 0.2
H -4.3339 4.6103 3.5236 -0.7 0.8 -0.1
C -6.2926 1.1085 -3.2115 0.0 -0.4 0.6
C -5.3896 0.5234 -4.3144 0.6 2.4 0.0
O -4.4718 1.6179 -4.7047 -0.9 -1.5 -0.4
O -5.6759 1.7418 -2.0892 0.0 -1.0 -0.1
H -6.8289 0.2542 -2.7984 -0.2 0.2 0.2
H -7.0085 1.7647 -3.7064 0.1 0.3 0.1
H -6.0886 0.3539 -5.1333 0.4 0.0 -0.3
H -4.8793 -0.4137 -4.0918 0.2 0.2 0.4
H -3.8989 1.8450 -3.9686 0.0 -0.2 0.2
H -5.1340 2.5119 -2.2760 -0.3 0.2 -0.6
```
Positions in Å, forces in eV/Å.

Output
- maximum force (eV/Å) = 5.86
- total energy (eV) = -98256.5783
- LUMO energy (eV) = -12.6507
- HOMO energy (eV) = -14.2
- energy relative to the best compared isomer or geometry (same formula, charge and spin) (kcal/mol) = 62.24
- gap between HOMO and LUMO (Ha) = 0.0565
- multiplicity = 1
- total charge = +2